{"formula": "C30H39As2F5IrNO5S2SbTe", "method": "wB97M-V/def2-TZVPD", "elements": ["Ir", "O", "As", "C", "C", "C", "C", "C", "C", "C", "C", "C", "C", "C", "C", "C", "C", "C", "C", "C", "C", "H", "H", "H", "H", "H", "H", "H", "H", "H", "H", "H", "H", "H", "H", "H", "C", "Sb", "C", "C", "H", "H", "H", "H", "H", "H", "H", "H", "H", "F", "Te", "F", "F", "F", "F", "O", "C", "As", "C", "C", "S", "H", "H", "H", "H", "H", "H", "H", "H", "H", "N", "C", "C", "C", "C", "C", "C", "S", "O", "O", "O", "H", "H", "H", "H", "H", "H"], "xyz": [[-0.40269, 1.71382, 1.64355], [-0.54199, 1.06775, -0.35519], [-0.79447, 0.02195, -1.64390], [0.89312, -0.31985, -2.45765], [1.89452, 0.63099, -2.27955], [3.15753, 0.39634, -2.80467], [3.41804, -0.77898, -3.49282], [2.40625, -1.70846, -3.70022], [1.14008, -1.48421, -3.18338], [-1.39322, -1.72727, -1.01349], [-1.96963, -2.54604, -1.91242], [-2.37698, -3.91515, -1.74788], [-2.77225, -4.58789, -0.62262], [-2.96253, -4.03104, 0.65594], [-0.98001, -2.11676, 0.35721], [-2.03800, 0.66326, -2.93039], [-3.41622, 0.52055, -2.78361], [-4.25133, 1.03266, -3.76290], [-3.71647, 1.68401, -4.86790], [-2.34300, 1.82394, -5.00719], [-1.49398, 1.30732, -4.04069], [1.69562, 1.53138, -1.71173], [3.95534, 1.11038, -2.65339], [4.41806, -0.97263, -3.85548], [2.61145, -2.61554, -4.25254], [0.36281, -2.22059, -3.34717], [-2.14664, -2.15145, -2.91008], [-2.48198, -4.46548, -2.67774], [-3.15303, -5.59344, -0.75304], [-3.68453, -4.52362, 1.30528], [-0.68642, -1.21137, 0.90914], [-3.83875, 0.03621, -1.91513], [-5.32301, 0.92992, -3.66008], [-4.37625, 2.08381, -5.62623], [-1.93040, 2.32884, -5.86980], [-0.42125, 1.40013, -4.16043], [0.52414, 4.52575, 4.19037], [-0.98749, 3.88593, 2.84287], [-2.77589, 4.29252, 3.88193], [-0.92413, 5.36275, 1.33391], [0.25271, 5.51203, 4.56378], [1.47973, 4.60628, 3.67145], [0.61845, 3.86047, 5.04906], [-2.66238, 5.29471, 4.29305], [-2.94075, 3.57327, 4.67882], [-3.60972, 4.26494, 3.18610], [-1.16699, 6.33768, 1.75347], [-1.64479, 5.10837, 0.55917], [0.07639, 5.38734, 0.90626], [-5.29397, 1.09560, 0.96250], [-3.70064, 0.74880, 1.81366], [-4.51247, -0.79146, 2.45949], [-4.31862, 1.76727, 3.22516], [-3.26867, -0.18251, 0.20894], [-3.08454, 2.31923, 0.96646], [-2.08129, 0.35388, 2.52478], [2.09039, -2.08982, -0.10238], [0.66400, -3.19964, 0.48302], [0.82071, -3.61707, 2.34793], [0.66256, -4.81763, -0.53862], [-2.35717, -2.68301, 1.38508], [3.01912, -2.49518, 0.29238], [1.95121, -1.06890, 0.25545], [2.16848, -2.09872, -1.19142], [1.86821, -3.83998, 2.54916], [0.20885, -4.48054, 2.59915], [0.51270, -2.75878, 2.94393], [1.68925, -5.18734, -0.51092], [0.39489, -4.60433, -1.57116], [-0.00912, -5.55345, -0.10539], [1.05520, 1.40890, 3.06097], [2.29361, 1.03706, 2.37959], [2.64211, 1.73574, 1.23563], [3.73034, 1.30970, 0.49639], [4.43657, 0.18305, 0.88693], [4.14773, -0.44148, 2.09405], [3.06401, -0.01680, 2.84808], [5.57598, -0.57673, -0.27739], [5.93349, 0.47574, -1.20287], [6.63279, -1.14801, 0.51357], [4.69643, -1.58340, -0.89078], [1.21452, 2.18880, 3.69674], [0.76988, 0.63194, 3.65510], [2.06337, 2.60003, 0.92067], [4.03643, 1.82575, -0.40199], [4.76815, -1.26798, 2.42009], [2.81841, -0.50423, 3.78593]], "forces_ev_per_angstrom": [[0.161, 0.473, 0.060], [-0.055, -0.396, 0.133], [-0.083, 0.428, -0.248], [-0.051, 0.070, -0.038], [0.063, -0.029, 0.021], [-0.066, 0.111, -0.012], [0.004, -0.005, -0.027], [0.014, 0.000, -0.043], [-0.145, 0.093, -0.142], [-0.042, -0.169, -0.268], [-0.090, 0.144, -0.019], [-0.088, -0.138, 0.293], [0.121, 0.054, -0.213], [0.074, 0.177, 0.093], [0.088, -0.098, 0.254], [0.041, -0.046, -0.045], [-0.034, 0.028, 0.038], [-0.003, 0.004, -0.001], [0.005, 0.003, 0.000], [-0.005, -0.005, 0.000], [0.024, -0.028, -0.020], [-0.008, -0.006, -0.005], [0.044, -0.053, 0.028], [-0.007, 0.010, 0.023], [-0.007, -0.009, -0.011], [-0.054, -0.018, -0.019], [0.026, 0.012, 0.010], [-0.009, -0.018, 0.003], [-0.019, 0.005, -0.009], [-0.055, 0.023, -0.009], [-0.020, 0.014, 0.001], [-0.004, -0.002, -0.008], [-0.001, 0.001, 0.003], [0.000, -0.001, 0.001], [0.000, -0.001, 0.002], [0.003, -0.001, 0.009], [-0.010, -0.002, 0.014], [0.198, -0.040, -0.207], [0.014, -0.068, -0.018], [-0.039, 0.033, 0.035], [-0.008, 0.004, -0.011], [-0.002, -0.021, 0.010], [-0.012, 0.003, -0.001], [-0.027, -0.007, 0.013], [0.008, -0.006, 0.005], [-0.008, 0.002, 0.002], [-0.001, -0.008, 0.010], [-0.001, -0.006, 0.002], [-0.005, 0.001, -0.004], [-0.021, -0.007, 0.003], [0.170, 0.188, 0.037], [-0.042, -0.045, 0.006], [-0.033, -0.074, 0.011], [-0.080, -0.088, 0.039], [-0.106, -0.025, -0.006], [0.012, -0.102, -0.229], [0.058, 0.012, -0.045], [0.197, 0.066, 0.038], [0.010, -0.002, -0.005], [-0.008, -0.011, 0.003], [-0.041, -0.176, -0.116], [0.151, -0.011, 0.060], [0.031, -0.009, 0.050], [-0.021, -0.082, 0.302], [-0.006, -0.004, -0.004], [-0.016, -0.008, 0.002], [0.029, 0.012, -0.008], [-0.013, 0.001, 0.008], [0.011, 0.014, -0.007], [-0.004, -0.015, -0.012], [-0.180, -0.091, 0.255], [-0.030, -0.028, -0.026], [0.036, 0.059, 0.036], [0.015, 0.004, -0.025], [0.049, -0.014, -0.038], [0.035, -0.038, -0.028], [-0.097, -0.054, -0.023], [0.435, -0.458, -0.395], [-0.148, 0.204, 0.097], [-0.113, 0.153, 0.189], [-0.227, -0.012, 0.179], [0.065, 0.036, -0.071], [-0.043, 0.068, 0.068], [-0.024, 0.006, 0.006], [0.022, 0.016, -0.036], [0.007, 0.004, -0.023], [-0.009, -0.003, 0.020]], "mulliken_charge": [2.467, -0.749, 1.166, 0.277, -0.393, -0.693, -0.653, -0.713, -0.725, -0.391, 0.042, -0.708, -0.915, 0.026, 0.665, 0.475, -0.123, -0.890, -0.535, -0.790, -0.543, 0.633, 0.502, 0.403, 0.468, 0.405, 0.494, 0.515, 0.495, 0.473, -1.178, 0.437, 0.449, 0.423, 0.444, 0.420, -1.488, 0.743, -1.240, -1.260, 0.450, 0.454, 0.473, 0.470, 0.398, 0.371, 0.441, 0.380, 0.377, -0.408, 2.210, -0.396, -0.353, -0.412, -0.640, -0.989, -0.519, 1.406, -1.293, -1.267, 0.228, 0.892, -0.501, 0.080, 0.487, 0.461, 0.383, 0.515, 0.362, 0.435, -0.376, 0.013, -0.032, -0.805, -0.678, -0.839, -0.732, 1.384, -0.697, -0.728, -0.620, 0.341, 0.296, 0.538, 0.863, 0.564, 0.580], "total_charge": 2, "relative_energy_kj_mol": 512.9, "gap_ev": [3.802, 3.803], "spin_multiplicity": 2}

=====

{"formula": "C30H39BeN9O8S2Zn", "method": "wB97M-V/def2-TZVPD", "elements": ["Zn", "Be", "S", "O", "O", "O", "O", "S", "O", "O", "O", "O", "C", "C", "N", "H", "H", "H", "C", "C", "N", "H", "H", "H", "C", "C", "N", "H", "H", "H", "N", "C", "C", "C", "C", "H", "H", "H", "H", "H", "N", "C", "C", "C", "C", "H", "H", "H", "H", "H", "N", "C", "C", "C", "C", "H", "H", "H", "H", "H", "N", "C", "C", "C", "C", "H", "H", "H", "H", "H", "N", "C", "C", "C", "C", "H", "H", "H", "H", "H", "N", "C", "C", "C", "C", "H", "H", "H", "H", "H"], "xyz": [[0.27293, -2.34751, 2.30192], [2.17431, -3.08106, -1.79651], [0.36451, -0.97126, -0.62356], [0.03555, -2.13779, -1.45260], [-0.14330, 0.25087, -1.18294], [-0.04834, -1.28779, 0.73163], [1.79713, -0.95961, -0.68331], [2.06880, -4.89258, 1.05526], [2.97452, -5.21617, 2.15509], [1.23376, -6.05666, 1.32722], [1.32387, -3.66590, 1.38454], [2.66275, -4.76620, -0.29607], [-1.49989, 0.41283, 5.48409], [-1.05845, -0.26997, 4.28250], [-0.74664, -0.82611, 3.32171], [-1.99793, -0.31942, 6.11960], [-2.17351, 1.19271, 5.12899], [-0.57792, 0.80508, 5.91329], [-3.96364, -4.15336, 0.36451], [-2.63369, -3.83926, 0.95181], [-1.62055, -3.63110, 1.49612], [-3.87805, -3.59648, -0.56858], [-4.75468, -3.67052, 0.93830], [-4.02793, -5.23606, 0.25621], [3.94141, 0.28330, 3.71779], [2.82843, -0.51733, 3.12634], [1.99223, -1.16999, 2.64788], [3.77370, 0.35806, 4.79222], [3.96141, 1.26721, 3.24915], [4.88111, -0.20272, 3.45542], [1.64630, 2.14878, -1.67013], [1.48391, 3.39581, -1.13781], [2.27060, 4.29701, -1.86196], [3.13095, 3.55121, -2.65328], [2.73757, 2.23366, -2.56504], [1.09995, 1.33273, -1.43415], [0.73525, 3.55686, -0.37626], [2.17718, 5.36962, -1.77725], [3.85975, 3.99174, -3.31749], [2.99078, 1.30183, -3.04874], [5.25644, 1.61298, -0.20238], [6.61227, 1.84122, 0.09152], [7.12550, 0.63417, 0.63100], [6.07561, -0.27574, 0.77930], [4.95833, 0.33216, 0.21944], [4.71406, 2.27327, -0.74086], [7.09789, 2.75215, -0.22591], [8.14647, 0.43673, 0.92259], [6.10012, -1.28725, 1.15698], [3.93414, 0.00088, 0.13194], [-1.86439, 1.74787, -2.44068], [-2.89509, 1.39801, -3.26621], [-3.65263, 2.53650, -3.44932], [-2.87593, 3.62271, -3.01037], [-1.72269, 3.06172, -2.46959], [-1.14560, 1.12151, -2.10734], [-3.07084, 0.34886, -3.45276], [-4.59580, 2.61072, -3.97020], [-3.15667, 4.66553, -3.02125], [-0.77924, 3.44448, -2.10930], [-0.06979, 1.85677, 1.40452], [-0.95585, 2.49299, 2.24016], [-0.17732, 3.06849, 3.21584], [1.18266, 2.82325, 2.97770], [1.23500, 2.12656, 1.77749], [-0.34198, 1.33952, 0.58083], [-2.01836, 2.42408, 2.05927], [-0.54064, 3.64510, 4.05365], [2.01219, 3.13778, 3.59362], [2.08975, 1.90767, 1.15469], [-1.93049, -2.61206, -3.39842], [-1.64152, -3.16204, -4.60753], [-2.80695, -3.32477, -5.34725], [-3.81866, -2.96657, -4.46293], [-3.27947, -2.57298, -3.28770], [-1.27891, -2.38404, -2.66116], [-0.59420, -3.25443, -4.85445], [-2.90143, -3.65010, -6.37275], [-4.89529, -3.01374, -4.53405], [-3.79288, -2.11055, -2.45767], [-2.90191, -0.24150, 1.29629], [-3.13615, -0.48546, -0.01398], [-4.39323, -0.12812, -0.27963], [-5.03650, 0.07984, 0.91196], [-4.09617, 0.04647, 1.92068], [-1.99470, -0.32819, 1.73167], [-2.32780, -0.67127, -0.70567], [-4.82000, -0.11149, -1.27159], [-6.09138, 0.17605, 1.12260], [-4.23412, 0.07976, 2.99131]], "forces_ev_per_angstrom": [[0.151, -0.672, -0.785], [-2.078, 0.382, 3.981], [0.683, -2.390, 0.133], [-0.196, -2.495, -2.128], [-1.038, 0.424, 0.812], [-1.598, 1.820, -0.124], [4.743, -0.351, -0.497], [-1.416, -3.672, 6.179], [3.454, 2.431, -0.723], [-2.592, -0.418, -3.348], [-0.252, 1.629, -0.920], [0.523, 2.125, -3.241], [0.380, -0.224, -0.748], [0.074, -0.716, -1.102], [-0.220, -0.106, 1.608], [0.030, 0.231, 0.125], [0.033, 0.173, 0.422], [-0.345, 0.276, 0.388], [1.667, 0.953, 0.000], [1.611, 0.083, 1.977], [-2.183, 0.037, -0.989], [-0.562, -0.497, -0.494], [0.091, -0.334, 0.167], [-0.321, 0.238, -0.154], [-0.807, -0.520, -0.723], [-0.787, -0.802, -0.757], [1.946, 1.383, 1.668], [0.181, 0.003, -0.093], [-0.171, 0.000, 0.079], [-0.042, -0.084, 0.233], [2.681, 1.583, -0.432], [-0.679, 0.581, -1.136], [-1.039, -0.023, 2.213], [0.173, -0.602, -1.201], [-1.547, -0.977, 0.722], [0.308, -0.007, -0.066], [0.029, 0.222, -0.187], [0.360, -0.067, 0.134], [0.084, -0.340, -0.033], [0.427, 0.332, -0.213], [2.423, -0.572, 1.110], [-0.474, -1.977, -0.178], [0.179, 2.039, -0.134], [-1.291, 0.390, -0.944], [-0.722, 0.423, -0.040], [-0.427, -0.325, 0.087], [-0.016, -0.123, 0.135], [-0.005, 0.274, -0.027], [0.061, 0.092, 0.009], [0.030, -0.241, -0.050], [0.646, -1.433, -2.036], [-1.258, -0.633, 1.498], [0.039, -0.327, -1.204], [0.719, 0.171, 0.563], [-0.223, 2.201, 1.013], [-0.358, 0.128, -0.430], [-0.296, 0.078, -0.078], [0.061, -0.113, 0.002], [0.204, -0.065, -0.166], [-0.400, 0.542, 0.148], [0.535, 0.578, -0.326], [0.981, -0.580, -0.030], [-1.058, 0.513, 1.183], [0.198, -0.445, -1.145], [-0.578, -0.134, 0.775], [0.064, 0.149, -0.083], [0.085, 0.119, 0.116], [-0.153, 0.007, -0.033], [-0.025, 0.142, -0.216], [-0.194, -0.401, 0.027], [-0.407, -0.668, 0.000], [0.771, 0.618, -0.784], [1.239, -0.348, 0.253], [-2.016, -0.128, 0.245], [-0.162, 1.045, 0.840], [0.185, -0.070, -0.025], [-0.120, -0.192, -0.341], [0.107, -0.089, 0.187], [0.035, -0.010, -0.620], [0.175, -0.160, 0.159], [0.197, -0.652, 1.175], [2.356, 0.892, -0.563], [-1.554, -0.966, -2.412], [-1.237, 0.652, 2.465], [0.157, -0.246, -0.597], [-0.265, -0.152, -0.128], [-0.114, -0.012, 0.171], [-0.095, -0.032, 0.080], [0.008, 0.287, -0.302], [0.240, 0.143, -0.094]], "mulliken_charge": [-0.062, 1.045, 2.108, -1.753, -2.020, 1.539, -0.858, 0.955, -0.635, -0.638, -0.538, -0.650, -1.203, 0.795, -0.531, 0.388, 0.306, 0.325, -0.563, 0.302, -0.263, 0.019, 0.287, 0.353, -1.073, 0.636, -0.223, 0.376, 0.254, 0.357, 0.952, -0.585, -0.757, -0.726, -0.754, 0.352, 0.464, 0.471, 0.459, 0.404, 0.195, -0.748, -0.457, -1.037, -0.495, 0.186, 0.397, 0.415, 0.548, 0.954, 0.554, -0.675, -0.602, -0.859, -0.296, 0.547, 0.435, 0.442, 0.429, 0.384, 1.462, -0.840, -0.933, -0.903, -0.933, -0.390, 0.576, 0.523, 0.519, 1.072, 0.604, -0.284, -0.835, -0.797, -0.359, 0.331, 0.337, 0.406, 0.421, 0.411, 1.010, -0.244, -0.273, -1.097, -0.505, -0.251, 0.004, 0.483, 0.435, 0.422], "total_charge": 0, "gap_ev": 3.104}

=====

Number 1: total energy -7976.6513 hartree. Number 2: total energy -4851.5426 hartree.